## one
12
Properties=species:S:1:pos:R:3 method="wB97M-V/def2-TZVPD" charge=0 homo_energy_ha=-0.39837 mol_weight_g_mol=108.1 e_lumo_ha=0.0201
O 0.77613 -1.05214 1.65332
C 0.72605 -0.84533 0.46925
O 1.61398 -1.31506 -0.39448
C -0.38441 -0.12988 -0.21127
F -1.32524 0.12914 0.81135
C -0.03218 1.20108 -0.85748
O -1.21187 1.80826 -1.30398
H 2.30208 -1.85445 0.05700
H -0.90760 -0.69091 -0.97995
H 0.50122 1.81624 -0.11089
H 0.62158 0.97804 -1.70992
H -1.87274 1.70518 -0.60025


## two
12
Properties=species:S:1:pos:R:3 method="wB97M-V/def2-TZVPD" charge=0 homo_energy_ha=-0.38807 mol_weight_g_mol=108.1 e_lumo_ha=0.0179
C 0.12428 -1.65823 -0.35790
C -0.77863 -0.54144 -0.20198
F -1.51247 -0.32303 -1.40793
C 0.01300 1.09375 -0.14376
O 0.33061 1.67008 -1.12253
O 0.07005 1.32077 1.12663
O 0.91923 2.43074 1.54945
H 0.86177 -1.50298 -1.05911
H 0.58620 -1.66320 0.58699
H -0.51630 -2.54777 -0.43867
H -1.65548 -0.76632 0.56558
H 1.55773 2.48764 0.90322


Relative stability in kcal/mol, measured from the most stable structure: one 0.0; two 93.9


## one
13
Properties=species:S:1:pos:R:3 method="wB97M-V/def2-TZVPD" charge=+1 homo_energy_ha=-0.55066 mol_weight_g_mol=100.1 e_lumo_ha=-0.2190
C 2.72140 0.22857 0.08015
C -1.07029 0.37263 0.14507
C -0.27924 -0.69707 -0.43628
N -0.43683 -3.09519 -0.20601
N -0.36747 -1.90229 -0.14623
N 2.91139 1.40686 -0.05308
O 2.46207 -0.89682 0.23130
H -1.65128 0.09912 1.17460
H -1.73242 0.72709 -0.58385
H -0.25842 1.14720 0.50443
H 0.43994 -0.58883 -1.20060
H 0.33518 -3.66963 0.27840
H 3.73556 1.89516 -0.31067


## two
13
Properties=species:S:1:pos:R:3 method="wB97M-V/def2-TZVPD" charge=+1 homo_energy_ha=-0.49257 mol_weight_g_mol=100.1 e_lumo_ha=-0.2560
C 0.79854 -0.23513 -0.62933
C -0.36369 0.15295 -1.10633
C -1.52104 0.64571 -1.68268
N 1.47868 -0.02472 0.52671
N 0.87041 -0.24974 1.75822
N 0.14283 -1.28586 2.05643
O -0.45192 -1.30667 3.13229
H 1.41300 -0.44787 -1.53863
H -1.43526 1.76975 -1.92902
H -2.42849 0.71110 -0.94673
H -2.13187 0.08115 -2.45071
H 2.51141 -0.36503 0.43843
H 1.11739 0.55437 2.37135


Relative stability in kcal/mol, measured from the most stable structure: one 0.0; two 101.3


## one
8
Properties=species:S:1:pos:R:3 method="wB97M-V/def2-TZVPD" charge=0 homo_energy_ha="-0.30023 / -0.32029" mol_weight_g_mol=173.4 e_lumo_ha="-0.0472 / -0.0035"
C 0.81997 0.94592 -2.15799
C 0.22451 -0.04287 1.44237
P 1.10653 -0.68452 -2.12016
Cl -0.83819 -1.01279 0.68282
Br 1.41835 2.16990 -0.95279
H -0.12552 0.79219 1.93578
H 1.12342 -0.40031 1.81096
H 0.32564 -1.23200 -3.13191


## two
8
Properties=species:S:1:pos:R:3 method="wB97M-V/def2-TZVPD" charge=0 homo_energy_ha="-0.30739 / -0.29697" mol_weight_g_mol=173.4 e_lumo_ha="-0.0307 / -0.0174"
C -1.97565 -1.17375 0.58414
C 0.73400 1.08032 0.10386
P -0.51523 -1.84612 0.28359
Cl 1.66192 -0.21192 0.57066
Br -2.72720 0.50176 0.54639
H 0.25952 1.65415 0.87917
H 0.91781 1.50433 -0.86611
H -0.94807 -3.17512 0.48542


## three
8
Properties=species:S:1:pos:R:3 method="wB97M-V/def2-TZVPD" charge=0 homo_energy_ha=-0.34133 mol_weight_g_mol=173.4 e_lumo_ha=-0.0240
H 1.20803 -1.81130 1.94520
P -0.00825 -1.46933 1.19361
C 0.69414 -0.16802 0.35491
Br 2.53349 0.04610 -0.04801
C -0.13235 1.05597 -0.39913
Cl -0.06351 2.47703 0.71142
H -1.19778 0.98295 -0.68120
H 0.30834 1.24224 -1.30080


Relative stability in kcal/mol, measured from the most stable structure: one 82.3; two 87.6; three 0.0